Here is a cluster of 5 separate species, C39H76N3O14S2 in total at a distorted geometry from the Open Molecules 2025 dataset. Energies are from the ωB97M-V functional and the def2-TZVPD basis.

```
134
Properties=species:S:1:pos:R:3:forces:R:3:mulliken_charge:R:1
C 6.24246 1.89482 3.96633 -0.316 0.009 -0.860 -0.13
C 5.55289 1.99590 2.97709 0.963 0.153 -0.082 -0.27
C 4.88763 2.19743 1.66223 -0.484 -0.210 0.665 -0.62
C 3.92416 1.03527 1.26504 -0.305 1.026 -0.484 -0.32
C 2.47807 1.38756 1.71699 -0.227 -1.081 -0.098 -1.76
C 1.68116 0.15610 2.29916 0.792 1.618 -0.288 1.90
C 0.22378 0.68010 2.47195 0.480 -0.839 -0.647 -1.70
C -0.82373 -0.41457 2.76799 -1.139 1.123 -0.075 -0.25
C -2.18431 0.05866 2.16344 0.536 -0.408 0.245 -0.80
S -2.79560 1.55186 3.06875 -0.553 0.465 -0.233 -0.22
C -4.48692 1.12479 3.48496 -0.254 -1.318 0.747 0.28
S -4.77042 -0.10846 4.52187 0.162 0.214 -0.432 -0.24
N -5.60149 1.82844 2.94485 4.057 -1.524 1.219 0.20
C -6.85858 1.32338 2.87556 -1.760 2.421 -1.115 -0.24
C -7.54572 2.40602 2.32092 0.285 -1.582 0.527 -0.48
N -6.69268 3.43798 2.07294 -0.390 1.578 -0.445 -0.65
C -5.49160 3.09448 2.45797 -2.206 -0.397 -0.344 -0.05
N 1.79811 -0.91736 1.28800 -0.528 -0.325 0.730 -0.28
C 1.86590 -2.26953 1.86870 -0.650 -0.654 -0.764 -0.91
C 2.33413 -0.16059 3.67581 -0.236 -0.284 1.889 0.01
O 3.49433 -0.59186 3.79066 0.296 -0.231 -1.373 -0.76
O 1.61149 0.09111 4.67793 -0.692 0.295 -0.455 -0.79
H 6.94150 1.74851 4.76207 -0.413 0.023 -0.019 0.43
H 5.60386 2.40999 0.85462 0.130 -0.233 0.463 0.13
H 4.28811 3.11841 1.77205 0.163 -0.243 -0.227 0.29
H 3.91065 1.01021 0.16208 0.089 -0.127 0.354 0.22
H 4.24821 0.05079 1.61352 -0.056 0.391 0.238 0.45
H 1.91123 1.69516 0.81705 0.205 0.163 0.348 0.30
H 2.44540 2.21139 2.44910 0.110 -0.279 -0.179 0.40
H 0.22117 1.49640 3.20406 -0.079 -0.426 0.036 0.40
H -0.03872 1.13966 1.49280 0.056 -0.208 0.264 0.45
H -0.95597 -0.55172 3.84978 0.289 -0.214 -0.327 0.19
H -0.62234 -1.37403 2.27007 0.227 0.276 0.220 0.34
H -1.99509 0.39281 1.13180 -0.369 -0.163 0.259 0.32
H -2.94675 -0.73093 2.17899 0.073 0.370 0.103 0.55
H -7.23227 0.35585 3.16644 0.594 0.086 0.151 0.40
H -8.61408 2.41542 2.12682 0.330 0.306 -0.177 0.39
H -4.59882 3.70302 2.41139 -0.045 -0.383 0.077 0.41
H 0.91973 -0.88534 0.77488 0.256 0.021 -0.202 0.46
H 1.19340 -2.40956 2.73615 0.581 0.077 -0.001 0.29
H 1.47381 -2.96308 1.09598 0.231 0.207 0.225 0.38
H 2.88746 -2.59630 2.08519 -0.239 0.393 0.259 0.23
C -3.52089 -2.15180 -4.14285 0.220 0.168 0.078 -0.81
O -3.91442 -0.90616 -3.60352 -0.366 -0.327 0.013 -0.25
C -5.03690 -0.32369 -4.24285 0.211 0.224 0.153 -0.49
C -6.03510 0.23584 -3.24391 -0.002 0.147 0.113 -0.27
O -6.71921 -0.72516 -2.44990 0.001 0.005 -0.040 -0.48
C -5.97332 -1.47412 -1.49797 -0.013 -0.236 -0.030 -0.50
C -5.42361 -0.69041 -0.32126 0.325 0.032 -0.045 -0.22
O -4.41742 0.22856 -0.71527 -0.338 0.143 -0.157 -0.14
C -4.57228 1.52265 -0.15878 0.162 -0.164 -0.069 -0.31
H -2.84245 -1.99999 -4.98825 -0.052 -0.176 -0.090 0.25
H -2.99302 -2.70264 -3.36332 0.068 0.078 -0.023 0.28
H -4.37805 -2.75558 -4.45718 -0.017 0.051 -0.057 0.40
H -5.54353 -1.04132 -4.89679 0.034 -0.087 0.037 0.32
H -4.66677 0.50525 -4.86098 -0.232 0.038 -0.107 0.38
H -6.81637 0.74353 -3.81536 -0.058 -0.109 -0.043 0.44
H -5.57763 0.99976 -2.61494 0.217 -0.101 -0.003 0.02
H -5.19381 -2.05698 -1.98909 0.187 0.178 0.035 0.14
H -6.68031 -2.20500 -1.09440 -0.083 0.105 0.014 0.44
H -4.96205 -1.39415 0.38373 -0.231 -0.140 0.050 0.28
H -6.24335 -0.17695 0.19300 -0.003 0.045 -0.030 0.25
H -5.62365 1.82918 -0.13263 -0.002 -0.023 0.059 0.51
H -4.03285 2.22676 -0.79472 0.083 -0.056 0.047 0.30
H -4.14700 1.55275 0.84888 -0.095 0.141 -0.219 -0.54
C 4.71290 7.40644 -1.79772 0.104 0.084 -0.211 -0.80
O 5.54398 6.56128 -2.56569 -0.286 -0.169 0.248 -0.30
C 6.28110 5.62032 -1.79921 0.184 0.040 -0.266 -0.49
C 6.25680 4.23302 -2.41749 -0.034 -0.129 -0.081 -0.32
O 4.99016 3.57813 -2.40650 0.169 0.141 -0.105 -0.41
C 3.95551 4.13362 -3.20695 -0.221 -0.016 0.199 -0.27
C 4.15661 4.04843 -4.70890 0.031 0.277 -0.032 -0.55
O 5.23423 4.86046 -5.15699 0.182 -0.310 0.102 -0.29
C 6.10956 4.21108 -6.05412 -0.088 0.240 0.067 -0.82
H 5.27582 8.27661 -1.44423 -0.081 0.013 0.146 0.30
H 3.90150 7.75191 -2.44036 0.071 0.040 -0.036 0.24
H 4.26733 6.88224 -0.94703 0.054 -0.002 0.026 0.37
H 5.91085 5.56284 -0.77120 -0.084 0.028 -0.016 0.32
H 7.32220 5.96746 -1.77292 0.062 -0.176 0.174 0.38
H 6.91765 3.59997 -1.82076 -0.114 -0.019 0.123 0.48
H 6.67437 4.23766 -3.42449 -0.050 0.234 -0.037 0.02
H 3.72669 5.15122 -2.89131 0.137 0.104 -0.190 0.08
H 3.06599 3.54342 -2.96895 0.076 -0.108 -0.030 0.43
H 3.24951 4.41457 -5.20516 -0.151 -0.181 0.103 0.37
H 4.30876 3.00358 -4.99774 0.061 -0.003 0.018 0.35
H 6.28536 3.16986 -5.76523 -0.042 -0.019 -0.051 0.39
H 7.06669 4.73345 -6.02285 -0.053 0.064 -0.049 0.23
H 5.71299 4.25567 -7.07353 0.072 -0.155 -0.070 0.30
C 3.18682 -2.58148 7.79448 0.257 0.179 0.099 -0.77
O 2.82803 -1.32368 8.31936 -0.393 -0.378 0.163 -0.32
C 1.79154 -0.66766 7.58490 0.196 0.338 0.304 -0.30
C 0.74947 -0.06386 8.50601 0.137 0.069 0.008 -0.20
O -0.05694 -0.99567 9.23598 -0.069 0.071 0.169 -0.49
C 0.56057 -1.79072 10.23217 -0.037 -0.186 -0.219 -0.29
C 1.05287 -1.05259 11.46515 0.295 -0.058 -0.072 -0.50
O 2.14095 -0.18774 11.17870 -0.295 0.203 -0.047 -0.27
C 2.01550 1.10099 11.73596 0.189 -0.174 -0.102 -0.83
H 3.93930 -2.46598 7.00870 -0.103 -0.127 -0.131 0.27
H 3.61400 -3.17565 8.60757 0.048 0.055 0.003 0.25
H 2.32142 -3.12420 7.40016 0.002 0.040 -0.071 0.36
H 1.30524 -1.34567 6.88191 0.110 -0.010 -0.064 0.30
H 2.25697 0.13548 7.01127 -0.276 -0.065 -0.261 0.23
H 0.04960 0.49205 7.87948 -0.065 -0.145 -0.068 0.44
H 1.19435 0.66711 9.18280 0.159 -0.113 0.052 0.03
H 1.34499 -2.41337 9.79985 0.221 0.178 0.076 0.06
H -0.21906 -2.48348 10.56706 -0.060 0.094 0.046 0.43
H 1.41162 -1.78947 12.19599 -0.230 -0.118 0.031 0.37
H 0.22129 -0.49889 11.91451 -0.001 0.056 -0.041 0.33
H 0.98655 1.47033 11.67339 -0.006 -0.009 0.061 0.38
H 2.64883 1.77603 11.15925 0.061 -0.050 0.043 0.24
H 2.35165 1.10060 12.77891 -0.106 0.135 0.074 0.30
C -0.39536 -6.72670 -6.41334 -0.041 0.211 0.161 -0.84
O -0.59823 -5.51047 -7.10292 -0.110 -0.383 -0.271 -0.26
C 0.16281 -5.38151 -8.29262 -0.073 0.304 0.142 -0.53
C -0.66565 -4.83207 -9.44059 -0.053 0.144 -0.033 -0.25
O -1.68683 -5.69181 -9.93401 0.008 0.027 0.003 -0.47
C -2.79314 -5.98540 -9.09116 0.006 -0.238 0.029 -0.30
C -3.72484 -4.82636 -8.79083 0.067 0.051 0.307 -0.56
O -3.09948 -3.83154 -7.99464 0.166 0.067 -0.364 -0.23
C -3.30072 -2.51057 -8.45441 0.018 -0.123 0.248 -0.88
H 0.46480 -6.64546 -5.74164 0.043 -0.156 -0.017 0.30
H -1.28701 -6.92613 -5.81729 0.038 0.077 0.041 0.24
H -0.25372 -7.56869 -7.09822 0.051 0.025 -0.023 0.39
H 0.60599 -6.33678 -8.59124 -0.059 -0.062 0.050 0.35
H 0.97575 -4.67395 -8.08513 0.109 -0.049 -0.223 0.37
H 0.01101 -4.67780 -10.28452 0.011 -0.131 -0.030 0.42
H -1.07290 -3.85046 -9.19802 -0.018 -0.043 0.229 0.05
H -2.46297 -6.47929 -8.17721 0.005 0.222 0.146 0.08
H -3.37661 -6.73208 -9.63769 0.009 0.083 -0.101 0.42
H -4.58300 -5.20452 -8.22168 -0.080 -0.161 -0.189 0.36
H -4.09538 -4.40134 -9.72934 0.052 0.032 -0.016 0.37
H -3.25635 -2.45060 -9.54673 -0.071 -0.005 0.000 0.45
H -2.49842 -1.89107 -8.05205 -0.058 -0.017 0.088 0.23
H -4.26150 -2.12965 -8.09453 -0.031 0.141 -0.143 0.29
```
Positions in Å, forces in eV/Å.

As for the charge: -1. The value obtained for the relative energy (zero: lowest compared OMol25 entry of this formula, charge and spin) is 0.000 eV. The value obtained for the gap between HOMO and LUMO is 5.51 eV. The calculation puts the highest occupied orbital energy at -4.568 eV. The strongest force on any atom comes out at 0.0876 Eh/bohr. As for the LUMO energy: 0.94 eV. The calculation puts the calculated total energy at -3545.2750 Eh. As for the spin multiplicity: 1.